C28H52BN6O5PRh | ωB97M-V/def2-TZVPD

The geometry in XYZ format:
```
94
Properties=species:S:1:pos:R:3:forces:R:3
Rh 0.424400 0.482905 0.340181 0.34 -1.25 -2.00
C 3.222909 1.463275 2.586941 -0.16 -0.07 -0.13
C 3.580209 1.029823 1.213153 -0.04 0.06 -0.25
C 4.849349 0.863505 0.663976 -0.16 -0.15 -0.35
C 4.636998 0.471764 -0.649940 0.11 0.15 0.63
C 5.649031 0.155911 -1.686731 -0.08 -0.03 -0.16
N 3.309328 0.420580 -0.848529 0.24 -0.05 -0.47
N 2.665541 0.760139 0.279616 -0.78 0.72 1.43
B 2.558172 0.001576 -2.125633 -0.28 0.20 0.67
N 1.601350 1.139528 -2.480195 0.26 -0.38 -0.64
N 0.806515 1.695771 -1.554449 -0.92 -1.09 1.77
C 0.270761 2.798655 -2.075024 -0.20 0.24 0.01
C -0.586908 3.724769 -1.304102 0.03 -0.15 0.18
C 0.728207 2.946720 -3.384600 0.14 -0.36 0.30
C 1.574203 1.876271 -3.605639 -0.28 0.31 0.11
C 2.329570 1.550599 -4.840392 0.13 -0.12 0.08
N 1.798446 -1.280899 -1.757480 -0.01 -0.38 -0.80
N 1.368165 -1.474105 -0.498102 -0.57 1.33 0.61
C 1.129476 -2.773934 -0.344824 0.14 -0.15 -0.06
C 0.724426 -3.355369 0.955391 -0.14 0.16 -0.02
C 1.395543 -3.435998 -1.542925 0.10 0.41 0.09
C 1.810364 -2.449332 -2.421733 -0.10 -0.24 0.32
C 2.212115 -2.583812 -3.841887 0.15 0.10 0.00
H 3.920407 2.222763 2.933025 -0.05 0.04 0.05
H 3.262573 0.619530 3.276904 -0.03 0.02 0.07
H 2.212613 1.868498 2.571418 0.01 0.05 0.17
H 5.791755 1.016983 1.149288 0.19 0.02 0.08
H 6.641859 0.248977 -1.256687 0.05 -0.02 -0.02
H 5.566692 0.841052 -2.528246 0.06 0.02 -0.09
H 5.518452 -0.857372 -2.063011 0.07 -0.04 -0.04
H 3.313536 -0.190186 -3.005912 0.17 -0.08 -0.31
H -0.794615 3.263110 -0.343141 -0.11 0.12 0.00
H -1.515957 3.929962 -1.831348 -0.08 0.02 0.00
H -0.062388 4.668748 -1.156189 -0.02 0.05 0.02
H 0.478840 3.734574 -4.064248 -0.03 0.18 -0.15
H 2.111312 2.296307 -5.598982 -0.01 0.00 -0.05
H 2.046044 0.569010 -5.214091 0.03 -0.06 -0.11
H 3.401568 1.543976 -4.655773 0.08 -0.01 -0.05
H 1.437240 -3.050135 1.719199 -0.04 -0.07 0.10
H 0.695829 -4.438662 0.891491 -0.02 -0.07 0.04
H -0.262524 -2.988348 1.234028 0.01 -0.11 0.12
H 1.308698 -4.483742 -1.744968 0.02 -0.24 0.00
H 2.025455 -3.597117 -4.185535 -0.03 -0.03 -0.03
H 3.271518 -2.367881 -3.963586 0.09 0.02 -0.10
H 1.649772 -1.887352 -4.458625 -0.02 0.03 -0.15
C -3.842854 -2.791587 1.651938 0.29 0.30 -0.20
C -2.828059 -1.661226 1.568560 -0.02 -0.37 0.77
O -2.912679 -1.023050 0.303405 0.89 0.57 -0.66
P -1.632317 -0.602234 -0.611333 -1.08 0.10 -0.29
O -1.307814 -1.889505 -1.498879 0.64 0.68 0.93
C -2.295203 -2.581455 -2.277202 -0.43 -0.37 -0.30
C -2.261079 -4.063576 -1.947720 0.10 0.40 0.03
O -2.423474 0.239116 -1.712690 0.99 -0.41 0.26
C -3.368006 1.276171 -1.461835 -0.70 0.63 0.24
C -4.788674 0.728278 -1.431468 0.41 -0.07 -0.08
H -3.766430 -3.278295 2.620692 -0.01 -0.05 0.09
H -3.662623 -3.525586 0.872706 0.01 -0.14 -0.06
H -4.852130 -2.408206 1.531760 -0.10 0.05 0.01
H -1.813153 -2.036094 1.729167 -0.10 0.05 0.07
H -3.038567 -0.919837 2.343829 0.12 -0.07 -0.14
H -2.041675 -2.425222 -3.329554 -0.04 0.11 0.15
H -3.282179 -2.155807 -2.084710 0.06 -0.01 -0.05
H -1.259699 -4.453543 -2.106360 0.06 -0.10 -0.05
H -2.961727 -4.594819 -2.587624 -0.03 -0.05 -0.06
H -2.538446 -4.238351 -0.911464 -0.03 -0.03 0.10
H -3.250725 1.984117 -2.287438 0.04 -0.06 0.15
H -3.119685 1.773645 -0.523208 0.06 -0.01 -0.14
H -5.021950 0.244649 -2.377601 -0.07 -0.02 -0.09
H -5.495051 1.539945 -1.272338 -0.04 0.06 0.01
H -4.889881 -0.004249 -0.634300 -0.09 0.05 0.04
C -2.755784 3.473278 1.499916 0.48 -0.37 -0.03
C -1.697709 2.481249 2.039251 0.44 0.71 1.37
C -0.558281 3.280313 2.699185 -0.35 -0.19 -0.13
C -2.424281 1.603055 3.081208 0.37 0.34 -0.39
O -1.172525 1.689499 1.042954 0.19 -1.21 -2.08
H -3.024813 4.166641 2.291069 -0.10 0.10 0.11
H -3.649290 2.941526 1.187087 -0.18 -0.04 -0.05
H -2.371332 4.042092 0.661402 0.02 0.13 -0.08
H -0.869559 3.720209 3.642345 0.02 0.14 0.14
H -0.220650 4.069175 2.030137 0.06 0.09 -0.05
H 0.276566 2.604717 2.869268 0.06 -0.01 0.09
H -2.837431 2.222766 3.870197 -0.10 0.03 0.22
H -1.735892 0.878560 3.501106 0.09 -0.15 0.14
H -3.236521 1.078088 2.586299 -0.13 -0.04 -0.02
C 0.376136 -2.091798 4.364041 -0.11 -0.07 -0.40
C 0.482788 -0.700391 3.801760 -0.06 0.00 0.71
C 0.589020 0.355355 4.866859 0.10 0.34 -0.39
O 0.482060 -0.464609 2.609737 -0.09 0.05 -0.94
H -0.311489 -2.108424 5.206640 -0.02 0.04 0.07
H 1.354780 -2.385543 4.738537 0.14 -0.03 0.08
H 0.062234 -2.809555 3.615106 -0.03 -0.05 -0.08
H -0.340280 0.390428 5.433646 -0.10 -0.06 0.04
H 0.778965 1.336787 4.447213 -0.01 0.04 -0.03
H 1.380518 0.102268 5.566618 0.10 -0.12 0.11
```
Forces are in eV/Å.

The calculation puts the HOMO energy (spin up / spin down) at -11.1 / -11.1 eV. Its spin multiplicity is 1. As for the total energy: -62029.033 eV. As for the net charge: +1. The calculation puts the HOMO-LUMO gap (spin up / spin down) at 6.8849 / 6.8871 eV.